Record 1
Formula: C19H18N2O5S
Source: the OMol25 dataset
Level of theory: ωB97M-V/def2-TZVPD

Molar mass in g/mol: 386.4
HOMO in eV: -8.72

Last column: Löwdin charge in e.
Atoms and positions in Å:
C (0.3059, 0.4373, -3.7531)  -0.038
H (-0.3352, -0.0574, -4.4859)  0.100
H (1.3410, 0.4302, -4.0858)  0.096
H (-0.0465, 1.4611, -3.6110)  0.080
O (0.2785, -0.2689, -2.5221)  -0.045
C (-0.9277, -0.3627, -1.9354)  -0.471
O (-1.9255, 0.1266, -2.4059)  0.112
C (-0.8888, -1.1317, -0.6739)  -0.122
C (-1.9908, -1.0833, 0.1736)  0.002
C (-1.9995, -1.7884, 1.3598)  0.011
C (-0.9033, -2.5697, 1.7191)  -0.232
C (0.2142, -2.6274, 0.8651)  -0.216
C (0.2096, -1.9071, -0.3143)  0.030
H (1.0672, -1.9444, -0.9682)  0.131
C (1.4008, -3.4442, 1.2573)  -0.349
H (2.1765, -3.4083, 0.4939)  0.088
H (1.1219, -4.4782, 1.4607)  0.090
S (2.1584, -2.9148, 2.8560)  1.032
C (2.3273, -1.2248, 2.5827)  -0.669
N (2.6371, -0.3174, 3.4604)  0.041
N (2.6193, 0.8624, 2.8123)  0.101
C (2.3065, 0.6286, 1.5838)  -0.304
O (2.1211, -0.6959, 1.3572)  0.070
C (2.0620, 1.5938, 0.4826)  -0.105
O (0.6599, 1.7141, 0.3676)  -0.025
C (0.1531, 2.5226, -0.6126)  -0.267
C (-1.2377, 2.6161, -0.6507)  -0.014
C (-1.8558, 3.3864, -1.6122)  -0.073
C (-1.0989, 4.0808, -2.5441)  -0.099
C (0.2798, 3.9983, -2.4987)  -0.096
C (0.9139, 3.2236, -1.5383)  -0.032
H (1.9918, 3.1773, -1.5265)  0.106
H (0.8794, 4.5376, -3.2177)  0.105
H (-1.5824, 4.6813, -3.2992)  0.100
H (-2.9329, 3.4418, -1.6389)  0.109
H (-1.8067, 2.0670, 0.0821)  0.119
H (2.4941, 1.2002, -0.4482)  0.141
H (2.5244, 2.5534, 0.7431)  0.145
O (-0.8121, -3.3044, 2.8500)  -0.114
C (-1.8574, -3.2496, 3.7926)  -0.065
H (-2.7916, -3.6397, 3.3772)  0.098
H (-1.5361, -3.8818, 4.6185)  0.097
H (-2.0139, -2.2304, 4.1572)  0.102
H (-2.8619, -1.7283, 2.0040)  0.107
H (-2.8390, -0.4814, -0.1142)  0.123

Atoms 1-2, force components in eV/Å:
-0.2 0.2 -0.3
0.1 0.0 0.0


Record 2
Formula: C26H42N3O6Si2
Source: the OMol25 dataset
Level of theory: ωB97M-V/def2-TZVPD

Molar mass in g/mol: 548.8
Charge: +1
HOMO in eV: -11.45

Last column: Löwdin charge in e.
Atoms and positions in Å:
C (0.0934, 3.9727, -6.2923)  0.016
C (0.0928, 2.4426, -6.6641)  -0.482
O (-0.8486, 2.0100, -7.2672)  0.129
O (1.2272, 1.7102, -6.2983)  -0.037
C (0.8879, 0.5722, -5.4757)  -0.118
C (1.1480, 0.8228, -3.9347)  -0.106
O (0.0188, 0.4810, -3.0838)  -0.023
C (-0.6665, 1.6432, -2.7750)  -0.396
O (-1.1192, 2.3036, -3.6781)  0.176
C (-0.9511, 2.1410, -1.3352)  0.059
C (-1.6994, 1.3223, -0.3668)  -0.066
C (-2.1878, -0.1135, -0.7772)  -0.169
N (-1.0438, -1.0552, -0.4781)  0.024
C (-1.9685, 1.8612, 0.9652)  0.045
N (-1.5108, 3.1194, 1.3139)  0.089
C (-0.7780, 3.9075, 0.4401)  0.048
C (-0.4579, 3.4678, -0.9323)  -0.046
C (0.3932, 4.4288, -1.8590)  -0.070
C (1.4832, 5.1064, -0.8897)  -0.102
C (2.6394, 5.8320, -1.6608)  -0.402
O (2.5178, 7.0259, -1.8322)  0.103
N (3.8215, 5.2054, -2.2314)  0.105
C (4.0113, 3.8231, -1.8372)  -0.239
C (4.2373, 3.3466, -0.4749)  -0.029
C (4.4244, 1.9002, -0.2375)  -0.067
C (4.4317, 0.9126, -1.3223)  -0.079
C (4.2448, 1.3891, -2.6950)  -0.094
C (4.0180, 2.8178, -2.9297)  -0.035
H (0.8585, 4.5117, -6.9076)  0.093
H (0.3326, 4.0926, -5.1989)  0.059
H (-0.9029, 4.4456, -6.4750)  0.096
H (-0.1701, 0.2248, -5.6544)  0.145
H (1.5577, -0.2654, -5.8009)  0.137
H (1.9893, 0.1383, -3.6292)  0.123
H (1.5278, 1.8644, -3.7442)  0.114
H (-2.3978, -0.2158, -1.8695)  0.132
H (-3.0397, -0.4558, -0.1350)  0.116
H (-0.4020, -0.9550, -1.2754)  0.060
H (-0.5239, -0.6285, 0.3024)  0.071
H (-2.5223, 1.2750, 1.7328)  0.150
H (-1.7111, 3.4592, 2.2614)  0.183
H (-0.4481, 4.8873, 0.8470)  0.145
H (-0.2746, 5.2746, -2.1769)  0.147
H (0.8508, 3.8830, -2.7184)  0.101
H (1.8126, 4.3855, -0.1010)  0.102
H (0.9182, 5.9202, -0.3493)  0.118
H (3.6451, 5.1956, -3.2465)  0.135
H (4.2477, 4.0671, 0.3822)  0.116
H (4.5957, 1.5109, 0.7936)  0.100
H (4.5985, -0.1781, -1.1279)  0.105
H (4.2783, 0.6598, -3.5459)  0.107
H (3.8841, 3.1176, -4.0059)  0.114
O (-2.6507, -4.8135, 4.1928)  -0.277
Si (-2.0646, -6.1481, 5.0029)  0.371
C (-1.2409, -5.6177, 6.6043)  -0.164
C (-0.7966, -7.0368, 3.9425)  -0.164
C (-3.4178, -7.3676, 5.4271)  -0.165
Si (-2.0477, -3.4114, 3.5469)  0.359
C (-3.3826, -2.3607, 2.7548)  -0.162
C (-0.7707, -3.8086, 2.2300)  -0.159
C (-1.2280, -2.3839, 4.8881)  -0.164
H (-0.3460, -5.0245, 6.4026)  0.020
H (-0.9464, -6.4898, 7.1914)  0.037
H (-1.9255, -5.0122, 7.2036)  0.036
H (-1.2159, -7.2730, 2.9612)  0.037
H (-0.4857, -7.9692, 4.4188)  0.037
H (0.0913, -6.4170, 3.7958)  0.020
H (-3.9100, -7.7379, 4.5258)  0.033
H (-4.1702, -6.9114, 6.0731)  0.033
H (-2.9929, -8.2243, 5.9562)  0.037
H (-3.8796, -2.9021, 1.9468)  0.037
H (-2.9425, -1.4511, 2.3350)  -0.001
H (-4.1376, -2.0658, 3.4882)  0.035
H (0.1050, -4.2930, 2.6700)  0.025
H (-0.4347, -2.8968, 1.7298)  0.007
H (-1.1932, -4.4778, 1.4771)  0.041
H (-0.3457, -2.8923, 5.2807)  0.024
H (-1.9215, -2.2097, 5.7143)  0.038
H (-0.9134, -1.4144, 4.4920)  0.023

Atoms 1-2, force components in eV/Å:
0.7 -0.4 0.3
-0.9 2.0 -0.4


Record 3
Formula: C33H41CoN5
Source: the OMol25 dataset
Level of theory: ωB97M-V/def2-TZVPD

Molar mass in g/mol: 566.7
Charge: -1
Spin multiplicity: 5
HOMO (alpha / beta) in eV: -1.28 / -3.15

Last column: Mulliken spin population.
Atoms and positions in Å:
Co (-0.0930, 0.2696, 0.0346)  2.468
N (1.9139, 2.0551, 1.6512)  0.072
N (1.8612, 0.8060, -1.3500)  -0.046
C (-1.6522, -1.1556, -0.6257)  0.174
C (-1.7082, 0.1375, -1.2353)  0.076
C (-1.8163, 1.1144, -0.1876)  -0.124
C (-2.0210, 2.5707, -0.3293)  0.041
H (-1.7619, 2.8830, -1.3432)  0.004
H (-1.3600, 3.0885, 0.3830)  -0.012
H (-3.0532, 2.8724, -0.0995)  -0.005
C (-1.9000, 0.3947, 1.0491)  0.118
C (-2.2647, 0.9943, 2.3387)  0.044
H (-3.2375, 0.5577, 2.7121)  -0.006
H (-2.3007, 2.0995, 2.2824)  0.003
H (-1.4111, 0.7561, 3.0294)  -0.011
C (-1.7182, -0.9945, 0.7813)  0.053
C (-1.6894, -2.0775, 1.7965)  0.012
H (-1.1228, -1.7302, 2.6671)  -0.003
H (-1.1886, -2.9611, 1.3879)  0.001
H (-2.6825, -2.3934, 2.1474)  0.000
C (-1.8495, 0.5019, -2.6698)  -0.008
H (-2.7205, 1.1633, -2.7999)  0.003
H (-1.9844, -0.3864, -3.2936)  -0.003
H (-0.9718, 1.0580, -3.0304)  0.002
C (-1.6689, -2.4807, -1.2987)  -0.013
H (-0.8919, -3.1291, -0.8717)  0.005
H (-1.4702, -2.3916, -2.3703)  0.005
H (-2.6363, -2.9949, -1.1751)  0.007
C (2.6095, 2.5011, 2.7375)  0.160
H (2.1776, 2.2939, 3.7199)  0.023
C (3.6394, 3.4384, 2.5740)  -0.080
H (4.0508, 4.0213, 3.3985)  -0.001
C (4.1442, 3.6103, 1.2743)  0.104
H (5.0726, 4.1228, 1.1258)  0.017
C (3.4762, 3.1015, 0.1619)  -0.020
H (3.8999, 3.1729, -0.8423)  -0.004
C (2.2625, 2.4324, 0.3682)  0.031
C (1.3450, 1.8664, -0.5825)  0.239
H (0.6130, 2.5251, -1.0727)  -0.028
C (1.2100, -0.3935, -1.2184)  -0.012
C (2.8952, 0.7282, -2.2683)  0.007
H (3.5297, 1.5754, -2.4592)  0.004
C (2.8376, -0.5069, -2.7811)  0.006
H (3.4390, -0.9906, -3.5287)  0.001
N (1.7750, -1.1820, -2.1594)  0.002
C (1.3894, -2.5174, -2.5651)  -0.006
C (0.6474, -2.7019, -3.7477)  0.005
C (0.2667, -3.9986, -4.1111)  -0.001
H (-0.3638, -4.1468, -4.9928)  0.000
C (0.6679, -5.1075, -3.3658)  -0.001
C (0.2251, -6.4907, -3.7390)  0.000
H (-0.4983, -6.8833, -3.0116)  0.000
H (1.0744, -7.1845, -3.7608)  0.000
H (-0.2511, -6.4887, -4.7239)  0.000
C (1.4827, -4.9085, -2.2512)  -0.004
H (1.8339, -5.7748, -1.6836)  0.000
C (1.8622, -3.6260, -1.8491)  0.006
C (2.7941, -3.4375, -0.6969)  0.003
H (3.7742, -3.0595, -1.0218)  0.001
H (2.9584, -4.4048, -0.2114)  0.000
H (2.3840, -2.7453, 0.0491)  0.003
C (0.2295, -1.5621, -4.6225)  -0.005
H (0.8813, -1.4689, -5.5045)  0.000
H (0.2352, -0.6038, -4.0974)  0.002
H (-0.7882, -1.7440, -4.9990)  0.000
C (-0.6273, 4.4271, 4.4336)  -0.015
C (-0.3028, 3.3934, 3.4074)  -0.135
C (0.1207, 2.1082, 3.8524)  0.347
C (0.3246, 1.0211, 2.9252)  0.338
N (0.7265, 1.2990, 1.6354)  -0.105
N (-0.4437, 3.7557, 2.1639)  0.178
C (0.9217, -0.2546, 3.4125)  -0.012
H (-0.6376, 4.0454, 5.4499)  0.005
H (0.1199, 5.2151, 4.3803)  0.012
H (-1.5824, 4.9157, 4.2367)  0.000
H (0.0104, 1.9143, 4.9343)  0.038
H (-0.5544, 4.8118, 2.1004)  0.005
H (1.9194, 0.0169, 3.7734)  0.003
H (0.3365, -0.6552, 4.2665)  0.017
H (1.0274, -1.0108, 2.6178)  0.016

Atoms 1-2, force components in eV/Å:
3.0 0.4 2.1
-1.1 0.0 -1.1


Record 4
Formula: H8NO14S3Zn
Source: the OMol25 dataset
Level of theory: ωB97M-V/def2-TZVPD

Molar mass in g/mol: 407.6
Charge: -3
HOMO in eV: 1.22

Last column: Löwdin charge in e.
Atoms and positions in Å:
Zn (-0.5668, 0.3136, 1.1376)  0.961
N (-0.2884, -2.7243, -3.5012)  0.360
H (0.6042, -3.1893, -3.4174)  0.156
H (-1.0042, -3.3023, -3.0844)  0.150
H (-0.2061, -1.8251, -3.0488)  0.160
H (-0.5787, -2.7104, -4.4685)  0.147
S (0.9849, 2.1003, -3.0856)  0.025
O (0.5520, 1.1686, -2.0610)  -0.474
O (2.2190, 1.5055, -3.6322)  -0.456
O (-0.0386, 2.1368, -4.0787)  -0.467
O (1.3385, 3.4107, -2.5772)  -0.413
S (3.7518, 1.9311, 2.7017)  0.098
O (4.1202, 1.6872, 4.1125)  -0.351
O (2.5217, 1.1705, 2.4998)  -0.306
O (3.4868, 3.3053, 2.4961)  -0.341
O (4.7698, 1.3983, 1.8241)  -0.380
S (-0.6325, -3.1543, 2.7771)  0.021
O (-1.2159, -1.9025, 3.1934)  -0.449
O (-1.6503, -4.1661, 2.7965)  -0.441
O (-0.0980, -2.7527, 1.4857)  -0.502
O (0.4445, -3.5244, 3.6844)  -0.424
O (-2.0527, 3.0600, 1.8277)  -0.096
H (-2.1902, 3.3898, 2.7157)  0.026
H (-2.5580, 3.6523, 1.2708)  0.025
O (-3.5140, -0.3156, -0.5193)  -0.079
H (-4.1124, 0.2764, -0.9751)  0.022
H (-4.0869, -0.9396, -0.0737)  0.029

Atoms 1-2, force components in eV/Å:
0.9 -0.6 0.5
-0.3 -1.0 -0.3


Table of energy above the lowest of the compared OMol25 structures with the same formula, charge and spin (eV), in record order: 2.2335, 3.6380, 3.6276, 13.6920